[1]
DFT (the ωB97M-V functional and the def2-TZVPD basis) results for a cluster of 4 separate species, C28H62BrF3N5O11P2S in total at a distorted geometry.

Geometry as ORCA input:
```
! RIJCOSX wB97M-V def2-TZVPD def2/J DEFGRID3
* xyz 1 1
C -2.1765 -7.4873 -1.1281
C -1.2234 -6.5874 -0.9709
C -0.3772 -5.2132 -0.7262
O -1.2257 -4.0421 -0.8440
C -1.7038 -3.8470 -2.2065
S -2.6341 -2.2260 -2.1990
O -1.7878 -1.0214 -1.8763
O -3.5167 -2.0455 -3.4344
C -3.8648 -2.3820 -0.7608
F -3.2420 -2.1472 0.5108
F -4.4036 -3.7326 -0.8422
F -5.0064 -1.5230 -0.9739
C -0.5759 -3.9750 -3.3550
P -0.4327 -2.4387 -4.5071
O 0.7722 -2.7378 -5.4721
N 0.8154 -4.2444 -2.8648
C 0.9200 -5.1616 -1.6808
C 2.2670 -4.6782 -0.8668
C 1.9808 -3.4486 0.1568
C 3.3241 -2.5820 0.4880
N 2.8478 -1.1579 0.7494
P 1.2469 -6.9891 -2.2448
O 2.6186 -7.0198 -3.2904
Br 1.8280 -8.2811 -0.4642
H -3.1315 -8.1369 -1.0256
H -0.0594 -5.2699 0.3926
H -2.5067 -4.6622 -2.4433
H -0.8817 -4.8471 -4.0658
H -1.6109 -2.2071 -5.2867
H -0.0073 -1.2772 -3.7386
H 1.2523 -3.3217 -2.6381
H 1.3533 -4.6378 -3.6793
H 2.9692 -4.2387 -1.6916
H 2.8384 -5.5503 -0.3897
H 1.1479 -2.7903 -0.2907
H 1.5527 -3.9378 1.1259
H 4.1210 -2.6452 -0.3345
H 3.7261 -2.9927 1.5015
H 1.9880 -1.3043 1.3293
H 2.4686 -0.8637 -0.1826
H 2.9538 -7.9608 -3.2961
C -3.1567 0.0834 2.1276
O -2.6521 0.4227 3.4076
C -3.2779 1.5844 3.9680
C -4.1336 1.2005 5.1773
N -5.3250 0.4519 4.7698
C -6.0501 -0.1530 5.8889
C -5.3236 -1.2456 6.6921
O -5.0843 -2.4425 5.9555
C -3.8943 -2.4321 5.1824
H -2.5318 -0.7117 1.7194
H -4.1817 -0.2935 2.1998
H -3.1185 0.9381 1.4465
H -3.8594 2.1379 3.2241
H -2.4730 2.2411 4.3072
H -4.4420 2.1094 5.7039
H -3.5090 0.6055 5.8519
H -5.0493 -0.2871 4.1319
H -6.9588 -0.5980 5.4669
H -6.3775 0.6378 6.5729
H -5.9870 -1.5342 7.5144
H -4.4040 -0.8838 7.1638
H -3.1049 -1.8266 5.6361
H -4.1074 -2.0839 4.1692
H -3.5345 -3.4609 5.1015
C 5.5339 2.9542 -5.0086
O 6.4173 1.8950 -5.3397
C 7.6207 1.9047 -4.5643
C 7.6563 0.7052 -3.6150
N 6.6706 0.8475 -2.5406
C 6.4855 -0.3697 -1.7493
C 5.9038 -1.5981 -2.4703
O 4.5474 -1.4367 -2.8862
C 4.3887 -0.8071 -4.1513
H 4.7204 2.9567 -5.7391
H 5.0976 2.8029 -4.0163
H 6.0403 3.9216 -5.0516
H 7.7547 2.8488 -4.0241
H 8.4500 1.8122 -5.2710
H 8.6561 0.6212 -3.1775
H 7.4621 -0.1944 -4.2082
H 5.7761 1.1049 -2.9442
H 5.8032 -0.1086 -0.9316
H 7.4393 -0.6440 -1.2855
H 5.8937 -2.4205 -1.7462
H 6.5317 -1.9393 -3.2997
H 5.2150 -1.0229 -4.8335
H 4.2723 0.2707 -4.0223
H 3.4652 -1.1800 -4.6018
C -0.9714 6.7468 -1.0335
O -0.4636 7.0846 0.2467
C -1.0887 8.2427 0.8106
C -1.9406 7.8565 2.0216
N -3.1322 7.1073 1.6167
C -3.8532 6.5007 2.7374
C -3.1231 5.4082 3.5377
O -2.8847 4.2117 2.7997
C -1.6962 4.2240 2.0231
H -0.3453 5.9511 -1.4463
H -1.9955 6.3681 -0.9597
H -0.9364 7.6023 -1.7128
H -1.6739 8.7971 0.0682
H -0.2831 8.9004 1.1490
H -2.2484 8.7644 2.5501
H -1.3133 7.2616 2.6936
H -2.8576 6.3692 0.9772
H -4.7627 6.0551 2.3178
H -4.1792 7.2906 3.4230
H -3.7840 5.1184 4.3619
H -2.2025 5.7705 4.0069
H -0.9063 4.8301 2.4748
H -1.9124 4.5722 1.0109
H -1.3353 3.1953 1.9406
*
```

Results
Largest force on an atom in eV/Å: 6.78
Highest occupied orbital energy in eV: -9.883
Calculated total energy in eV: -167602.60058

Mulliken atomic charge list, values in e, 99 entries:
1. C -0.55
2. C -0.37
3. C -0.07
4. O -0.16
5. C -0.15
6. S 0.93
7. O -0.57
8. O -0.59
9. C 0.61
10. F -0.16
11. F -0.24
12. F -0.18
13. C -0.34
14. P 0.43
15. O -0.73
16. N -0.03
17. C 0.54
18. C -0.93
19. C -0.19
20. C 0.14
21. N -0.67
22. P 0.06
23. O -0.47
24. Br -0.15
25. H 0.39
26. H 0.30
27. H 0.41
28. H 0.46
29. H 0.18
30. H 0.14
31. H 0.48
32. H 0.55
33. H 0.26
34. H 0.37
35. H 0.11
36. H 0.15
37. H -0.25
38. H 0.35
39. H 0.31
40. H 0.28
41. H 0.36
42. C -0.64
43. O -0.38
44. C -0.79
45. C -0.09
46. N -0.34
47. C -0.69
48. C -0.49
49. O -0.43
50. C -0.40
51. H 0.23
52. H 0.28
53. H 0.35
54. H 0.44
55. H 0.28
56. H 0.40
57. H 0.17
58. H 0.02
59. H 0.37
60. H 0.40
61. H 0.36
62. H 0.33
63. H 0.27
64. H 0.06
65. H 0.30
66. C -0.71
67. O -0.34
68. C -0.80
69. C -0.16
70. N -0.32
71. C -0.68
72. C -0.69
73. O -0.34
74. C -0.59
75. H 0.24
76. H 0.30
77. H 0.35
78. H 0.40
79. H 0.40
80. H 0.38
81. H 0.16
82. H 0.05
83. H 0.40
84. H 0.42
85. H 0.36
86. H 0.42
87. H 0.30
88. H 0.20
89. H 0.26
90. C -0.71
91. O -0.34
92. C -0.81
93. C -0.17
94. N -0.31
95. C -0.84
96. C -0.54
97. O -0.23
98. C -0.72
99. H 0.23

=====

[2]
DFT (the ωB97M-V functional and the def2-TZVPD basis) results for an isolated molecule of C17H19N3O4 at a distorted geometry.

Geometry as ORCA input:
```
! RIJCOSX wB97M-V def2-TZVPD def2/J DEFGRID3
* xyz 0 1
C 0.0196 2.1611 -2.8253
C 0.3072 0.8855 -2.0895
N -0.6093 0.0028 -2.1745
N -0.5583 -1.2204 -1.6067
C -1.6750 -1.9958 -1.6154
O -2.7390 -1.6810 -2.0910
C -1.4616 -3.3326 -0.8773
N -1.4095 -3.1035 0.5544
C -0.2659 -2.7087 1.1479
O 0.7886 -2.6533 0.5445
C -0.3735 -2.3207 2.6233
O 0.4122 -1.1898 2.8977
C 0.1449 -0.0263 2.2219
C 1.0959 0.9832 2.3638
C 0.9052 2.1977 1.7400
C -0.2259 2.4250 0.9726
C -1.1837 1.4338 0.8269
C -0.9867 0.2071 1.4547
H -1.7491 -0.5474 1.3331
C -2.4236 1.6537 0.0170
H -2.4887 2.6845 -0.3200
H -2.4260 1.0040 -0.8582
H -3.3095 1.4225 0.6066
H -0.3672 3.3820 0.4924
H 1.6464 2.9754 1.8504
H 1.9690 0.7880 2.9648
H 0.0600 -3.1202 3.2322
H -1.4202 -2.1707 2.9226
H -2.2885 -3.0495 1.0436
H -0.5171 -3.7883 -1.1835
H -2.2934 -3.9983 -1.1060
H 0.2764 -1.5543 -1.1266
C 1.5747 0.8506 -1.3800
C 2.2381 -0.0595 -0.5846
C 3.4389 0.5600 -0.1814
C 3.4333 1.7973 -0.7497
O 2.3252 1.9822 -1.4704
H 4.1383 2.6047 -0.7173
H 4.1956 0.1375 0.4464
H 1.9418 -1.0431 -0.2856
H 0.0339 3.0010 -2.1347
H 0.7813 2.3368 -3.5824
H -0.9546 2.0868 -3.2968
*
```

Results
Largest force on an atom in eV/Å: 1.28
SMILES: C/C(=N/NC(=O)CNC(=O)COc1cccc(C)c1)c1ccco1
Highest occupied orbital energy in eV: -8.171
Calculated total energy in eV: -30596.97394
Energy relative to the best compared isomer or geometry (same formula, charge and spin) in eV: 3.193

Computed natural (NBO) charges, given in elementary charges:
1. C -0.63
2. C 0.19
3. N -0.24
4. N -0.47
5. C 0.66
6. O -0.58
7. C -0.32
8. N -0.60
9. C 0.66
10. O -0.65
11. C -0.15
12. O -0.49
13. C 0.39
14. C -0.28
15. C -0.18
16. C -0.25
17. C 0.03
18. C -0.35
19. H 0.21
20. C -0.65
21. H 0.21
22. H 0.25
23. H 0.22
24. H 0.21
25. H 0.22
26. H 0.22
27. H 0.23
28. H 0.18
29. H 0.41
30. H 0.23
31. H 0.23
32. H 0.41
33. C 0.24
34. C -0.29
35. C -0.31
36. C 0.11
37. O -0.41
38. H 0.20
39. H 0.23
40. H 0.25
41. H 0.22
42. H 0.22
43. H 0.24

=====

[3]
DFT (the ωB97M-V functional and the def2-TZVPD basis) results for a cluster of 8 separate species, C4H21NO9 in total at a distorted geometry.

Geometry as ORCA input:
```
! RIJCOSX wB97M-V def2-TZVPD def2/J DEFGRID3
* xyz 0 1
O 0.0456 2.4011 -0.3162
C 0.4143 1.3739 0.2394
N -0.5034 0.4489 0.6584
C -0.2028 -0.9516 0.9573
C 1.2320 -1.4369 0.6116
C 1.7662 -1.3438 -0.7964
O 1.1693 -0.7846 -1.6721
H 1.4971 1.1529 0.3782
H -1.3469 0.5802 0.1128
H -1.0317 -1.4808 0.4953
H -0.2514 -1.1111 2.0537
H 1.0731 -2.4814 1.0058
H 1.9424 -0.8636 1.2479
H 2.7646 -1.8323 -0.7588
H 4.0636 1.4958 -0.2921
H 3.4586 0.3417 -1.0585
O 3.2191 1.0653 -0.4743
H -1.2386 -3.4355 1.4942
H -2.2271 -3.4297 2.5009
O -1.2722 -3.2651 2.4690
H -2.5761 0.9975 1.4442
H -1.8806 0.7030 2.7582
O -2.6455 1.1584 2.3873
H -3.5798 -0.8071 -2.0237
H -2.3954 0.1363 -1.5819
O -2.9411 -0.6304 -1.3406
H -0.7334 1.5302 -2.9619
H -1.0101 2.0166 -1.6176
O -1.5074 1.7345 -2.4129
H 3.0403 3.7196 1.8401
H 2.3158 2.9564 0.6350
O 2.9428 2.9120 1.3510
H -1.6661 -2.0725 -1.5337
H -0.6488 -2.8125 -2.4291
O -0.9145 -2.6823 -1.5115
*
```

Results
Largest force on an atom in eV/Å: 2.33
SMILES: O=CCCNC=O.O.O.O.O.O.O.O
Highest occupied orbital energy in eV: -9.716
Calculated total energy in eV: -24405.56916
Energy relative to the best compared isomer or geometry (same formula, charge and spin) in eV: 2.683

Computed natural (NBO) charges, given in elementary charges:
1. O -0.68
2. C 0.53
3. N -0.62
4. C -0.22
5. C -0.55
6. C 0.45
7. O -0.52
8. H 0.18
9. H 0.38
10. H 0.22
11. H 0.21
12. H 0.26
13. H 0.24
14. H 0.11
15. H 0.50
16. H 0.47
17. O -0.95
18. H 0.47
19. H 0.47
20. O -0.93
21. H 0.46
22. H 0.47
23. O -0.93
24. H 0.49
25. H 0.51
26. O -0.99
27. H 0.47
28. H 0.49
29. O -0.98
30. H 0.48
31. H 0.49
32. O -0.97
33. H 0.50
34. H 0.47
35. O -0.98

=====

Looking at HOMO-LUMO gap for the records above, in order, we have 6.029 8.724 10.075 eV.